99
Properties=species:S:1:pos:R:3:forces:R:3 method="wB97M-V/def2-TZVPD" relative_energy_ev=0.000 s_squared=2.036 multiplicity=3 lumo_energy_ev="-2.39 / -3.59" orbital_gap_ev="6.7 / 5.5" total_energy_ha=-3872.68907 charge=+1
C -1.642880 -1.770031 -2.323076 -0.52 -0.63 -0.97
C 0.565132 -2.399077 -1.950427 0.22 0.47 0.71
C -1.754577 -2.617982 -3.423656 -0.46 0.92 0.65
C 0.451800 -3.420963 -2.939696 -0.47 -0.07 -0.63
C -0.718303 -3.532815 -3.666141 0.58 -0.22 0.43
H -2.656306 -2.551639 -4.026586 0.26 -0.13 -0.04
H 1.332646 -4.022083 -3.150947 -0.23 0.05 -0.04
H -0.850926 -4.304081 -4.424600 0.19 0.21 0.13
N -0.613581 -1.865485 -1.468466 1.21 0.82 0.35
P -2.641404 -0.443862 -0.187268 -1.96 0.36 -1.91
P 2.391952 -0.814938 -0.294128 -0.22 -0.25 1.01
C -2.654866 -0.678746 -2.032315 0.03 -0.27 0.16
H -2.360982 0.265193 -2.528433 0.13 -0.49 0.27
H -3.640805 -0.946904 -2.434978 0.28 0.17 0.21
C 1.828959 -1.861604 -1.596696 0.12 -2.34 0.80
H 2.640448 -2.501630 -1.981999 -0.28 0.43 -0.17
C 3.815732 0.016953 -1.312534 -0.30 -0.17 0.71
C 3.107612 -1.496825 1.428521 -0.08 -0.11 -1.18
C -3.408662 1.251137 0.013697 -0.42 -0.41 0.26
C -3.689752 -1.916631 0.351650 -0.09 0.21 0.11
C 3.713200 1.507695 -0.976260 0.35 0.22 -0.09
H 3.903110 1.726382 0.083693 -0.08 -0.13 -0.23
H 4.463139 2.042387 -1.572278 -0.10 0.11 0.12
H 2.723165 1.898056 -1.242191 0.30 0.01 0.12
C 5.199044 -0.557680 -0.991009 0.29 0.21 -0.10
H 5.520885 -0.419764 0.044399 -0.07 -0.10 -0.34
H 5.256781 -1.623785 -1.245056 0.00 0.30 0.02
H 5.927463 -0.029996 -1.622685 -0.05 -0.11 0.07
C 3.619983 -0.171909 -2.824917 -0.02 0.37 -0.20
H 4.233466 0.577021 -3.349051 0.02 -0.15 0.19
H 3.941790 -1.159476 -3.168362 -0.16 0.16 0.08
H 2.588206 -0.001399 -3.140620 0.52 -0.27 0.01
C 3.886954 -0.366433 2.120476 0.11 0.03 -0.06
H 3.213748 0.468064 2.368358 0.09 -0.20 -0.09
H 4.301908 -0.745065 3.066447 -0.10 0.03 -0.18
H 4.720550 0.042410 1.541591 -0.29 -0.14 0.22
C 1.979094 -1.889905 2.380220 -0.17 0.07 -0.09
H 1.327043 -1.043854 2.623771 0.26 -0.04 -0.09
H 1.360120 -2.701239 1.984133 0.04 0.03 -0.03
H 2.420851 -2.240000 3.328113 -0.08 0.04 -0.29
C 3.909815 -2.751264 1.096848 0.40 -0.25 0.44
H 4.788731 -2.554454 0.478211 -0.21 -0.06 0.19
H 4.258240 -3.219594 2.031303 -0.01 0.01 -0.20
H 3.274301 -3.479058 0.574439 0.14 0.16 0.12
C -4.281960 -1.620987 1.733956 -0.24 -0.23 0.17
H -4.804394 -2.525975 2.077915 0.09 0.22 -0.02
H -3.501405 -1.400053 2.471075 -0.34 0.02 -0.14
H -5.013464 -0.804075 1.715059 0.18 -0.21 0.01
C -2.778305 -3.157838 0.466530 0.01 0.03 -0.09
H -2.284005 -3.394814 -0.482506 -0.15 -0.01 0.27
H -2.012517 -3.031386 1.240596 -0.16 -0.13 -0.18
H -3.407650 -4.015008 0.749181 0.15 0.21 -0.03
C -4.809790 -2.237281 -0.651366 -0.20 -0.06 0.06
H -5.473566 -2.985125 -0.191244 0.16 0.17 -0.12
H -5.420293 -1.359634 -0.900448 0.14 -0.28 0.04
H -4.418040 -2.677480 -1.579194 -0.09 0.12 0.29
C -2.589896 2.279392 -0.787831 0.11 -0.10 -0.02
H -2.670174 2.127342 -1.871176 -0.01 0.11 0.25
H -2.966379 3.288465 -0.559276 0.04 -0.30 -0.05
H -1.526288 2.248226 -0.517518 -0.22 0.01 -0.01
C -3.356406 1.641471 1.498017 -0.06 0.20 0.14
H -2.329615 1.653066 1.888383 -0.24 0.02 -0.16
H -3.768851 2.657120 1.599354 0.08 -0.24 0.05
H -3.953886 0.974101 2.130139 0.12 0.19 -0.15
C -4.857608 1.238316 -0.487270 -0.19 0.39 0.01
H -4.926971 0.952374 -1.546300 0.01 0.05 0.27
H -5.505907 0.580074 0.106445 0.21 0.17 -0.17
H -5.258376 2.259529 -0.393537 0.01 -0.24 -0.06
Ni -0.528326 -0.592644 0.211326 1.35 -0.85 -0.30
C -1.002662 -0.802999 2.124024 0.37 -3.70 4.19
O -1.215003 -1.488616 3.046602 0.32 2.72 -3.30
N 0.319790 0.577328 -0.953593 1.91 0.79 -5.45
C 0.754412 0.658070 -2.080703 -3.10 1.70 4.29
C 0.735118 1.618953 -3.169317 0.20 -0.17 -0.90
C 0.517723 2.940438 -2.758315 0.00 0.40 -0.17
C 0.917023 1.319076 -4.531081 0.14 -0.03 0.18
C 0.497233 3.971807 -3.699044 0.07 -0.45 0.27
H 0.381488 3.151254 -1.697129 0.03 -0.04 -0.33
C 0.932289 2.360540 -5.459078 -0.12 0.05 0.15
H 1.064277 0.280163 -4.849831 -0.03 0.47 0.15
C 0.721132 3.678489 -5.042883 -0.01 0.25 -0.13
H 0.317715 4.989524 -3.352798 0.08 -0.23 -0.22
H 1.112733 2.158684 -6.515575 -0.10 -0.04 0.33
H 0.732760 4.500601 -5.770347 0.00 -0.47 0.28
C 0.847089 2.604982 5.966876 0.31 0.35 -0.08
N 0.151956 1.738574 5.029238 0.04 0.10 -0.53
C -0.723893 0.710571 5.562635 -0.28 -0.33 0.11
C 0.240979 1.866545 3.688789 -0.82 -1.12 0.36
C 1.159521 2.918328 3.146905 0.02 0.17 -0.47
O -0.441185 1.093044 2.963090 1.08 1.65 0.54
H 0.587440 2.278795 6.975513 0.19 0.20 -0.18
H 0.545070 3.655332 5.842569 0.06 -0.27 0.11
H 1.937635 2.544285 5.836504 -0.29 0.00 0.11
H -1.758361 0.849783 5.217239 0.28 -0.02 0.09
H -0.397522 -0.293038 5.257463 -0.07 0.30 0.09
H -0.688468 0.787542 6.651311 -0.15 -0.17 -0.22
H 2.203866 2.699881 3.417157 -0.31 0.11 -0.01
H 1.068848 2.928741 2.053225 0.06 -0.02 0.35
H 0.892213 3.910979 3.538780 0.16 -0.29 -0.08

---

99
Properties=species:S:1:pos:R:3:forces:R:3 method="wB97M-V/def2-TZVPD" lumo_energy_ev=-2.36 orbital_gap_ev=6.7 total_energy_ha=-2395.27837 charge=+1
C -1.148509 1.832690 -2.341921 -0.14 0.07 0.41
C -2.708913 0.727357 -0.994471 0.22 0.18 0.48
C -2.164199 2.514969 -3.014358 0.32 -0.25 -0.10
C -3.765845 1.335029 -1.669793 0.10 -0.09 -0.27
C -3.489691 2.235043 -2.697929 -0.01 -0.03 0.42
H -1.878610 3.233104 -3.780095 -0.25 -0.25 -0.03
H -4.781402 1.075519 -1.375317 0.17 0.11 -0.26
H -4.306324 2.698990 -3.243919 0.16 0.04 0.10
N -1.422173 1.041855 -1.280020 -0.12 -0.41 -0.42
P 1.313179 0.446626 -2.418888 -0.16 -0.58 1.11
P -2.120398 -0.096600 1.739582 1.51 -0.15 -1.03
C 0.312399 1.956553 -2.820380 0.15 0.22 -0.11
H 0.372521 2.178183 -3.900955 -0.36 -0.01 0.39
H 0.794347 2.817738 -2.325879 -0.12 -0.29 -0.05
C -2.997882 -0.371614 0.030758 -0.42 0.06 0.66
H -4.070473 -0.396575 0.268118 0.04 0.10 -0.44
C -2.385717 -1.659821 2.806792 -0.26 0.44 -0.30
C -2.650770 1.510582 2.567228 -0.28 -0.80 -0.26
C 0.849975 -0.887027 -3.705107 0.55 0.41 -0.11
C 3.165509 0.944489 -2.310923 -0.72 -0.30 -0.76
C -1.161027 -2.581353 2.600498 -0.07 -0.14 -0.07
H -0.230610 -2.130217 2.983294 -0.29 0.01 -0.08
H -1.336490 -3.499566 3.180554 0.06 0.13 -0.10
H -1.008924 -2.872666 1.547704 -0.16 0.15 0.38
C -2.459635 -1.332110 4.308964 -0.05 -0.04 -0.01
H -1.524193 -0.891225 4.683698 -0.32 -0.03 -0.11
H -3.313728 -0.688211 4.562026 0.31 -0.15 -0.06
H -2.603555 -2.289363 4.834301 0.05 0.27 -0.07
C -3.669241 -2.385908 2.380616 -0.04 -0.36 0.21
H -3.921270 -3.103610 3.175949 -0.06 0.05 -0.26
H -4.528914 -1.710932 2.263772 0.23 -0.20 0.03
H -3.526281 -2.956212 1.453119 -0.10 0.25 0.20
C -1.669091 1.760929 3.749269 -0.23 0.10 0.01
H -0.682594 1.293958 3.600483 -0.29 0.08 -0.01
H -1.501713 2.841083 3.861833 -0.08 -0.20 0.02
H -2.089063 1.392724 4.693446 0.23 0.04 -0.26
C -2.523442 2.672290 1.556466 -0.05 -0.06 0.12
H -1.546820 2.691140 1.054369 -0.36 -0.06 0.04
H -3.318287 2.638848 0.799337 0.31 0.00 0.15
H -2.620425 3.617799 2.112945 -0.06 -0.23 -0.16
C -4.116679 1.362749 3.019465 -0.50 0.63 0.33
H -4.603149 0.423935 2.707952 0.25 0.37 0.12
H -4.185890 1.437701 4.112663 -0.15 -0.09 -0.25
H -4.713292 2.189873 2.605670 0.03 -0.26 0.18
C 3.971858 -0.310365 -1.909078 0.16 0.05 -0.02
H 4.944129 0.009914 -1.505713 -0.15 -0.06 -0.14
H 3.477748 -0.903341 -1.120128 0.08 0.20 -0.25
H 4.176338 -0.965739 -2.766234 -0.11 0.20 0.31
C 3.341409 1.985251 -1.184333 -0.09 -0.09 -0.09
H 2.710341 2.874296 -1.304426 0.15 -0.15 0.00
H 3.158276 1.554373 -0.187938 -0.07 0.02 -0.25
H 4.393760 2.310130 -1.198899 -0.31 -0.03 0.02
C 3.658540 1.518345 -3.650593 0.62 0.32 -0.01
H 4.464319 2.242674 -3.449431 -0.16 -0.16 -0.21
H 4.097654 0.734275 -4.285144 -0.28 0.25 0.13
H 2.879143 2.044691 -4.224555 0.27 -0.18 0.25
C -0.677681 -1.190479 -3.707338 -0.08 0.15 0.16
H -1.058725 -1.205115 -4.740913 0.20 0.00 0.31
H -0.882462 -2.167344 -3.245217 0.09 0.35 -0.08
H -1.269786 -0.464447 -3.146277 0.06 -0.15 -0.19
C 1.582677 -2.194139 -3.337288 0.05 0.09 -0.07
H 1.353640 -2.510064 -2.305306 0.02 0.08 -0.35
H 1.221559 -2.979313 -4.018013 0.12 0.14 0.21
H 2.670035 -2.117478 -3.459871 -0.30 -0.05 0.02
C 1.282429 -0.407174 -5.093048 0.04 -0.42 -0.29
H 0.813652 0.549515 -5.366494 0.13 -0.27 0.03
H 2.374400 -0.315754 -5.173392 -0.33 0.04 0.00
H 0.956035 -1.168553 -5.819003 0.13 0.31 0.01
Sr 0.393625 -0.456937 0.252662 -0.40 -0.16 -0.35
C 0.859067 2.294157 1.277062 0.66 4.28 0.51
O 1.016694 3.429863 1.442857 -0.58 -4.13 -0.55
N -1.257447 -2.019505 -0.556175 -0.65 0.06 -0.04
C -2.486774 -1.773201 -0.598568 0.80 0.18 0.32
C -3.503269 -2.730695 -1.228492 0.09 0.26 -0.03
C -3.056142 -4.043799 -1.439054 -0.35 -0.35 -0.06
C -4.797160 -2.375277 -1.636152 0.16 -0.41 0.08
C -3.908585 -5.023656 -1.966526 -0.11 0.57 0.04
H -2.024001 -4.277707 -1.170671 -0.34 0.07 0.00
C -5.642633 -3.342658 -2.202121 0.21 -0.07 0.06
H -5.136713 -1.344868 -1.515921 -0.01 -0.32 -0.04
C -5.210275 -4.669152 -2.352380 0.15 0.34 0.17
H -3.568922 -6.056527 -2.073956 -0.06 0.37 0.00
H -6.648366 -3.058764 -2.520135 0.31 -0.11 0.09
H -5.884610 -5.422181 -2.766314 0.21 0.27 0.12
C 4.948776 -2.173883 3.626483 0.09 0.24 0.11
N 3.766420 -2.260045 2.772191 0.06 0.26 0.07
C 3.285908 -3.580086 2.370455 -0.09 -0.34 -0.09
C 3.101326 -1.209257 2.303348 -1.08 -0.81 -1.03
C 3.476999 0.191950 2.694435 0.07 0.25 0.11
O 2.137138 -1.444083 1.505886 1.37 0.67 1.19
H 5.268914 -3.199001 3.825197 0.09 0.36 0.09
H 4.727586 -1.671594 4.578011 0.02 -0.19 -0.21
H 5.767095 -1.630578 3.133356 -0.21 -0.19 0.08
H 2.255622 -3.747975 2.723529 0.40 0.08 -0.12
H 3.288618 -3.686644 1.274758 0.05 0.03 0.41
H 3.960617 -4.309552 2.824953 -0.30 0.00 -0.22
H 2.734035 0.904899 2.302347 0.35 -0.44 0.14
H 3.505755 0.298150 3.789464 0.12 -0.03 -0.33
H 4.464961 0.456505 2.283039 -0.28 -0.10 0.22